{
  "formula": "C3H3FIrO3",
  "method": "ωB97M-V/def2-TZVPD",
  "largest_force_ha_per_bohr": 0.17333,
  "e_homo_ev": [-14.5837, -15.3345],
  "spin_multiplicity": 5,
  "orbital_gap_ha": [0.3444, 0.2441],
  "relative_energy_kj_mol": 0.0,
  "total_charge": 1,
  "symbols": ["C", "Ir", "C", "O", "C", "O", "O", "H", "F", "H", "H"],
  "coordinates": [[1.1020, 0.2064, -1.9068], [-1.2052, -0.3598, 0.6772], [-0.0902, 0.7622, -1.9557], [0.3497, -0.6015, 3.7859], [-0.3619, -0.6147, 2.7726], [-1.1092, 0.4202, 2.3968], [-0.2653, -1.5277, 1.8259], [1.3266, -0.6253, -1.2401], [-1.1093, 0.2633, -1.1098], [-0.4773, 1.5413, -2.6081], [1.8401, 0.5356, -2.6379]],
  "lowdin_spin": [0.0117, 2.7736, 0.0115, 0.1476, 0.0226, 0.4441, 0.4159, 0.0032, 0.1691, 0.0005, 0.0002]
}


{
  "formula": "C3H3FN2O2",
  "method": "ωB97M-V/def2-TZVPD",
  "largest_force_ha_per_bohr": 0.08541,
  "e_homo_ev": -9.3508,
  "orbital_gap_ha": 0.3501,
  "smiles": "[H]/N=c1\\c(F)con1O",
  "relative_energy_kj_mol": 566.6,
  "total_charge": 0,
  "symbols": ["O", "N", "C", "C", "F", "H", "N", "O", "H", "H", "C"],
  "coordinates": [[0.6918, -1.4350, -0.0667], [1.1052, -0.1008, 0.5051], [-0.6647, -1.4743, -0.1416], [-0.0122, 0.7213, -0.0166], [-2.3714, 0.2273, 0.1080], [-1.2087, -2.3167, -0.3694], [0.0535, 2.0052, -0.1032], [2.3120, 0.1635, -0.0621], [2.1860, 0.8798, -0.8016], [-1.0708, 2.1165, -0.2454], [-1.1074, -0.2278, -0.0650]],
  "lowdin_charge": [-0.0180, -0.0388, -0.0082, -0.3416, 0.0690, 0.1207, 0.1546, 0.0009, 0.1592, 0.1278, -0.2257]
}


{
  "formula": "C3H3FN2S",
  "method": "ωB97M-V/def2-TZVPD",
  "largest_force_ha_per_bohr": 0.07677,
  "e_homo_ev": -7.8177,
  "orbital_gap_ha": 0.3116,
  "smiles": "Fc1c[nH]c(=S)[nH]1",
  "relative_energy_kj_mol": 65.0,
  "total_charge": 0,
  "symbols": ["N", "N", "H", "S", "C", "H", "H", "F", "C", "C"],
  "coordinates": [[-0.2100, 1.2364, 0.0465], [0.3610, -0.8799, 0.0400], [1.7611, 2.1341, -0.2029], [-2.3996, -0.3241, -0.0487], [1.5247, -0.0932, -0.0787], [0.4799, -1.8364, -0.0550], [-0.9426, 1.8954, 0.0855], [2.7309, -0.6905, 0.0079], [-0.7510, -0.0062, 0.1557], [1.1361, 1.2180, -0.0312]],
  "lowdin_charge": [0.0263, 0.1431, 0.1446, 0.4943, -0.2732, 0.1276, 0.1222, 0.0905, -0.8314, -0.0440]
}


{
  "formula": "C3H3FNO2",
  "method": "ωB97M-V/def2-TZVPD",
  "largest_force_ha_per_bohr": 0.08851,
  "e_homo_ev": -3.0945,
  "orbital_gap_ha": 0.2706,
  "relative_energy_kj_mol": 64.0,
  "total_charge": -1,
  "symbols": ["C", "O", "H", "O", "C", "H", "N", "F", "C", "H"],
  "coordinates": [[-0.5092, -0.7620, 0.2039], [-0.6914, 2.0634, -0.3135], [0.5919, 0.6576, 1.5167], [0.9985, 1.4797, -1.6421], [0.2270, 1.4890, -0.7563], [-1.2830, -0.0292, 0.5014], [-0.4301, -1.9494, -0.1649], [1.8037, -0.6795, 0.5052], [0.6053, -0.0180, 0.6319], [-1.3127, -2.2517, -0.4823]],
  "lowdin_charge": [-0.3724, 0.0321, 0.1132, 0.0628, -0.6665, 0.1073, 0.0543, -0.0597, -0.2609, -0.0101]
}


{
  "formula": "C3H3FNO4",
  "method": "ωB97M-V/def2-TZVPD",
  "largest_force_ha_per_bohr": 0.05671,
  "e_homo_ev": [-4.6510, -4.6504],
  "orbital_gap_ha": [0.2814, 0.2813],
  "relative_energy_kj_mol": 227.7,
  "total_charge": -1,
  "symbols": ["N", "H", "O", "H", "C", "O", "C", "F", "O", "O", "C", "H"],
  "coordinates": [[0.3611, 0.4763, -2.0785], [-1.2474, 0.0337, -0.7298], [1.1482, 0.7656, -3.0011], [-1.5708, 0.0126, 1.1941], [0.9230, 0.4706, 1.6360], [1.1708, -0.3750, 2.4935], [-0.9684, -0.4636, 0.2810], [1.2442, -1.5086, 0.1413], [-0.8293, 0.7858, -2.1437], [0.7765, 1.6632, 1.7156], [0.4159, -0.4904, 0.4962], [-1.4239, -1.3701, -0.0047]],
  "lowdin_charge": [-0.3160, 0.0812, -0.1366, 0.1662, -0.7299, 0.0360, -0.0459, 0.0905, -0.1486, 0.0395, -0.1085, 0.0721]
}


{
  "formula": "C3H3FO2",
  "method": "ωB97M-V/def2-TZVPD",
  "largest_force_ha_per_bohr": 0.05929,
  "e_homo_ev": -9.4555,
  "orbital_gap_ha": 0.3451,
  "smiles": "O=C=CF.C=O",
  "relative_energy_kj_mol": 265.8,
  "total_charge": 0,
  "symbols": ["O", "C", "O", "H", "H", "C", "F", "C", "H"],
  "coordinates": [[2.1251, -1.9034, 1.5834], [0.3098, -0.2983, 1.7628], [-0.3239, 1.8688, -1.9128], [-1.4819, 0.3119, -1.4921], [-0.6028, 0.2097, -3.0559], [1.2599, -1.1683, 1.7757], [-0.5300, -0.0265, 2.8175], [-0.8558, 0.8387, -2.2440], [0.0995, 0.1674, 0.7655]],
  "lowdin_charge": [0.1998, -0.1342, -0.0021, 0.0775, 0.0615, -0.1798, -0.0112, -0.1375, 0.1260]
}


{
  "formula": "C3H3FO2",
  "method": "ωB97M-V/def2-TZVPD",
  "largest_force_ha_per_bohr": 0.15259,
  "e_homo_ev": -10.8593,
  "orbital_gap_ha": 0.4170,
  "smiles": "C=COC(=O)F",
  "relative_energy_kj_mol": 254.4,
  "total_charge": 0,
  "symbols": ["H", "F", "C", "H", "H", "O", "C", "C", "O"],
  "coordinates": [[2.4786, -1.0571, -0.7803], [-2.5564, 1.4109, 0.8142], [1.0842, 0.0667, 0.4869], [1.4816, 0.3881, 1.3232], [0.9000, -1.0189, -1.3519], [-2.3238, -0.2653, -0.6520], [1.3923, -0.6626, -0.5316], [-1.8854, 0.4999, 0.1224], [-0.5711, 0.6383, 0.5692]],
  "lowdin_charge": [0.1280, 0.1378, 0.0885, 0.0474, 0.0398, 0.1625, 0.0369, -0.5878, -0.0532]
}


{
  "formula": "C3H3FO3",
  "method": "ωB97M-V/def2-TZVPD",
  "largest_force_ha_per_bohr": 0.09870,
  "e_homo_ev": [-10.0887, -9.8168],
  "orbital_gap_ha": [0.3449, 0.3010],
  "relative_energy_kj_mol": 634.5,
  "total_charge": 0,
  "symbols": ["C", "F", "C", "H", "C", "O", "O", "H", "H", "O"],
  "coordinates": [[1.0750, 0.3865, -0.1029], [-1.9945, 0.0615, -0.0229], [-0.8472, -1.5900, 1.1151], [0.6286, 2.4638, -2.3585], [-0.9380, -0.4283, 0.5606], [0.4550, 1.2655, -0.6920], [1.2525, 2.3117, -1.7203], [0.1365, -1.9491, 1.5414], [-1.7188, -2.2851, 1.3380], [1.9511, -0.2365, 0.3416]],
  "lowdin_charge": [-0.3701, 0.0842, 0.0110, -0.0018, -0.1967, 0.0649, 0.0180, 0.0823, 0.0960, 0.2122]
}


{
  "formula": "C3H3FO3Rb",
  "method": "ωB97M-V/def2-TZVPD",
  "largest_force_ha_per_bohr": 0.02500,
  "e_homo_ev": [-6.4546, -8.1837],
  "spin_multiplicity": 2,
  "orbital_gap_ha": [0.2032, 0.2661],
  "relative_energy_kj_mol": 53.8,
  "total_charge": 0,
  "symbols": ["H", "Rb", "C", "C", "F", "O", "H", "O", "H", "C", "O"],
  "coordinates": [[0.3022, -1.5595, -1.2373], [-1.7635, 3.4248, 0.7830], [0.4577, -1.2031, -0.2091], [-1.5565, -0.1263, -0.0657], [1.7261, 0.4045, 1.0136], [-2.4362, 0.4666, 0.5356], [1.8628, 0.2799, -0.9966], [0.0852, 1.0997, -0.3954], [1.0679, -1.9082, 0.3618], [1.0568, 0.2095, -0.2450], [-0.8025, -1.0879, 0.4552]],
  "lowdin_spin": [0.0059, 0.0161, 0.0154, 0.4903, 0.0041, 0.2066, 0.0015, 0.1116, 0.0015, 0.0090, 0.1380]
}


{
  "formula": "C3H3FO3Tm",
  "method": "ωB97M-V/def2-TZVPD",
  "largest_force_ha_per_bohr": 0.12013,
  "e_homo_ev": [-15.9529, -20.9380],
  "spin_multiplicity": 4,
  "orbital_gap_ha": [0.2156, 0.3885],
  "total_charge": 2,
  "symbols": ["H", "C", "O", "H", "H", "O", "C", "O", "Tm", "F", "C"],
  "coordinates": [[1.2256, -0.0927, 1.9056], [0.6534, 0.3590, 1.0891], [-0.6264, -0.3170, 1.0871], [0.4706, 1.4328, 1.2214], [1.8674, 0.9027, -0.7769], [-0.5642, 0.2005, -1.0858], [-1.3361, -0.0733, -0.0125], [-2.3712, -0.7782, -0.2500], [-2.3359, -0.6461, -2.4880], [1.7103, -1.1295, -0.4557], [1.3065, 0.1418, -0.2344]],
  "lowdin_spin": [0.0002, 0.0013, 0.0068, 0.0002, 0.0005, 0.0800, 0.0358, 0.0841, 2.7834, 0.0036, 0.0040]
}


{
  "formula": "C3H3FOS",
  "method": "ωB97M-V/def2-TZVPD",
  "largest_force_ha_per_bohr": 0.08682,
  "e_homo_ev": -8.9554,
  "orbital_gap_ha": 0.3048,
  "smiles": "O=C[C@@H](F)C=S",
  "relative_energy_kj_mol": 170.2,
  "total_charge": 0,
  "symbols": ["C", "S", "F", "H", "C", "O", "H", "H", "C"],
  "coordinates": [[0.7366, -1.0722, 0.6820], [2.7663, 0.0216, -0.6626], [1.6598, -1.9255, 1.1143], [-0.6293, -3.0028, 0.1042], [-0.4839, -1.9560, -0.3467], [-0.9311, -1.4843, -1.3202], [0.1000, -0.7991, 1.4291], [0.6020, 0.8989, 0.0086], [1.2510, 0.0152, -0.0813]],
  "lowdin_charge": [-0.4063, 0.7417, -0.0017, 0.1386, -0.1182, 0.0905, 0.1018, 0.0802, -0.6266]
}


{
  "formula": "C3H3FOY",
  "method": "ωB97M-V/def2-TZVPD",
  "largest_force_ha_per_bohr": 0.06525,
  "e_homo_ev": [-22.6893, -22.6782],
  "orbital_gap_ha": [0.2165, 0.2161],
  "total_charge": 3,
  "symbols": ["Y", "F", "O", "C", "C", "H", "C", "H", "H"],
  "coordinates": [[-0.6801, -0.1396, 2.1271], [0.9153, -0.4499, 0.0353], [-2.4931, 0.2657, -1.2174], [-1.5542, 0.3220, -0.6025], [0.3457, 0.7396, -0.4150], [0.5667, 2.7112, -1.1126], [0.8049, 2.0655, -0.2618], [0.5902, 2.5571, 0.6898], [1.6472, 1.1688, -0.9232]],
  "lowdin_charge": [2.3040, -0.0154, 0.3138, -0.0176, -0.2784, 0.1522, 0.1024, 0.1213, 0.3178]
}